Record 1
Here is a 2-piece molecular cluster, C5H10O2 overall from the Open Molecules 2025 dataset. Energies are from ωB97M-V with the def2-TZVPD basis set.

```
17
Properties=species:S:1:pos:R:3:nbo_charge:R:1
O 0.471 -0.550 -1.837 -0.50
C 0.227 0.497 -1.291 0.42
C -0.550 0.607 0.006 -0.01
C -2.075 0.542 -0.249 -0.44
C -1.953 -0.838 0.416 -0.05
O -0.575 -0.602 0.753 -0.51
H 0.514 1.471 -1.746 0.11
H -0.188 1.458 0.598 0.19
H -2.655 1.274 0.315 0.22
H -2.384 0.547 -1.297 0.22
H -2.056 -1.689 -0.266 0.18
H -2.566 -1.001 1.309 0.18
C 2.757 -0.345 0.656 -0.86
H 3.424 -0.573 -0.179 0.21
H 2.622 0.741 0.722 0.20
H 3.196 -0.708 1.588 0.21
H 1.792 -0.832 0.500 0.23
```

For the HOMO energy, the calculation gives -9.66 eV. Its structure (SMILES) is O=C[C@H]1CCO1.C. For the maximum force, the calculation gives 0.6 eV Å⁻¹. Its total charge is 0. The frontier orbital gap is 0.386 hartree.

Record 2
Here is C18H16ClIN3NaO2S2 as an isolated structure from the Open Molecules 2025 dataset. Energies are from ωB97M-V with the def2-TZVPD basis set.

```
44
Properties=species:S:1:pos:R:3:nbo_charge:R:1
Na -0.162 1.359 0.232 0.89
Cl -2.592 -5.164 1.244 -0.03
C -2.362 -3.432 1.215 -0.07
C -3.405 -2.606 1.475 -0.22
C -3.254 -1.201 1.460 -0.32
I -4.917 -0.058 1.870 0.14
C -2.045 -0.574 1.181 0.42
O -1.884 0.696 1.161 -0.87
C -0.926 -1.493 0.892 0.08
N 0.282 -0.923 0.588 -0.46
C 1.311 -1.692 0.349 0.05
C 1.250 -3.098 0.367 -0.26
C 0.055 -3.690 0.642 -0.14
C -1.080 -2.893 0.916 -0.10
H -4.371 -3.039 1.700 0.23
H 2.246 -1.191 0.112 0.18
H 2.133 -3.689 0.162 0.22
H -0.036 -4.768 0.653 0.23
C 3.422 2.455 0.951 -0.66
C 3.116 2.123 -0.477 0.06
N 1.917 1.804 -0.882 -0.48
C 1.915 1.548 -2.243 0.07
C 3.120 1.677 -2.852 -0.43
S 4.300 2.113 -1.699 0.46
C 0.638 1.150 -2.883 0.18
C 0.446 0.839 -4.190 -0.47
S -1.181 0.384 -4.426 0.47
C -1.516 0.663 -2.784 0.07
N -0.485 1.061 -2.088 -0.50
C -2.862 0.416 -2.178 -0.66
H 2.495 2.435 1.522 0.26
H 3.865 3.446 1.047 0.23
H 4.116 1.732 1.380 0.23
H 3.359 1.528 -3.892 0.24
H 1.165 0.842 -4.992 0.24
H -3.634 0.341 -2.942 0.22
H -3.117 1.213 -1.481 0.26
H -2.850 -0.513 -1.604 0.25
C 0.491 1.657 3.688 -0.25
O -0.029 2.245 2.504 -0.78
H -0.309 1.404 4.386 0.18
H 1.149 2.381 4.168 0.17
H 1.070 0.752 3.473 0.16
H -0.845 1.757 2.275 0.51
```

For the HOMO energy, the calculation gives -6.99 eV. For the maximum force, the calculation gives 1.0 eV Å⁻¹. Its total charge is 0. The frontier orbital gap is 0.260 hartree.

Record 3
Here is a 3-piece molecular cluster, C25H25F2N5O10S2 overall at a distorted geometry from the Open Molecules 2025 dataset. Energies are from ωB97M-V with the def2-TZVPD basis set.

```
69
Properties=species:S:1:pos:R:3:nbo_charge:R:1
N -0.847 1.274 2.977 -0.83
C -1.642 0.707 1.837 -0.25
C -0.920 -0.505 1.077 -0.06
C -1.693 -1.626 0.608 0.00
C -3.286 -1.767 0.841 -0.45
C -3.459 -2.739 2.143 -0.42
C -2.794 -2.075 3.452 -0.52
S -2.898 -3.193 4.964 0.21
C -1.557 -2.473 6.061 -0.08
S -2.011 -1.288 7.156 0.15
N -0.137 -2.867 5.989 -0.49
C 0.833 -2.248 5.078 -0.10
C 2.227 -2.932 5.313 -0.10
N 1.984 -3.926 6.368 -0.45
C 0.606 -3.877 6.723 0.16
C -1.024 -2.854 -0.203 0.53
O -1.648 -3.961 -0.263 -0.53
C 0.380 -2.617 -0.901 -0.10
C 0.890 -3.529 -2.048 -0.19
C 2.289 -3.242 -2.644 -0.20
C 3.231 -2.060 -2.181 -0.05
C 4.618 -1.921 -2.964 -0.13
O 5.608 -1.080 -2.323 -0.36
N 6.222 -1.710 -1.292 0.36
O 6.472 -0.876 -0.460 -0.27
C 2.704 -1.137 -1.052 0.19
N 3.505 0.008 -0.575 -0.84
C 1.289 -1.421 -0.422 -0.11
C 0.666 -0.540 0.773 0.54
O 1.457 0.119 1.523 -0.56
H -1.459 1.961 3.468 0.35
H -0.123 1.870 2.535 0.36
H -1.825 1.554 1.072 0.20
H -2.676 0.440 2.257 0.21
H -3.818 -0.767 0.971 0.22
H -3.757 -2.257 -0.097 0.25
H -4.591 -2.919 2.317 0.22
H -3.030 -3.778 1.890 0.25
H -1.666 -1.860 3.322 0.24
H -3.288 -1.058 3.703 0.21
H 0.670 -1.396 4.332 0.25
H 3.222 -2.701 4.795 0.24
H 0.051 -4.498 7.516 0.22
H 0.269 -4.417 -2.421 0.26
H 2.644 -3.941 -3.492 0.23
H 4.386 -1.572 -4.034 0.23
H 5.076 -2.985 -3.030 0.21
H 2.859 0.812 -0.478 0.38
H 3.742 -0.233 0.412 0.39
O -1.708 0.092 -1.943 -0.58
C -0.999 0.725 -2.671 0.98
O 0.213 1.231 -2.306 -0.49
C 0.790 1.791 -3.476 -0.13
C -0.411 2.066 -4.323 0.42
F -0.115 1.938 -5.642 -0.33
O -1.305 1.033 -3.962 -0.48
H 1.470 1.064 -3.930 0.20
H 1.351 2.698 -3.243 0.21
H -0.876 3.035 -4.140 0.19
O -1.197 4.372 -2.532 -0.58
C -1.352 5.479 -2.966 0.97
O -1.124 6.617 -2.254 -0.47
C -1.293 7.702 -3.156 -0.13
C -2.176 7.110 -4.207 0.44
F -1.919 7.651 -5.420 -0.32
O -1.785 5.752 -4.228 -0.48
H -0.317 8.005 -3.546 0.21
H -1.753 8.558 -2.659 0.21
H -3.245 7.181 -3.988 0.16
```

For the HOMO energy, the calculation gives -8.14 eV. Its structure (SMILES) is NCC1=C(CCCSC(=S)n2ccnc2)C(=O)c2ccc(CON=O)c(N)c2C1=O.O=C1OC[C@@H](F)O1.O=C1OC[C@@H](F)O1. For the maximum force, the calculation gives 6.5 eV Å⁻¹. Its total charge is 0. The frontier orbital gap is 0.251 hartree.